Entry 1:
28
Properties=species:S:1:pos:R:3:nbo_charge:R:1 method="wB97M-V/def2-TZVPD" de_lowest_ev=4.144 max_force_ev_per_a=4.78 gap_ev=8.195 energy_ev=-17120.1270 spin_multiplicity=1
H -3.346 -0.954 -1.509 0.21
C 2.112 -1.552 -0.107 -0.27
H -3.255 -2.292 2.536 0.23
C -1.559 0.929 -0.467 0.27
H -0.835 1.404 -2.578 0.24
C -2.211 -0.441 1.544 -0.09
H -1.737 0.275 2.251 0.23
N 4.406 -1.203 0.576 -0.82
H -0.663 2.854 -0.528 0.23
C 3.072 0.708 0.146 -0.27
H -2.474 2.979 -0.257 0.22
N -3.297 -2.025 0.357 -0.46
H -2.686 1.367 -2.310 0.22
C 0.837 -0.991 -0.220 -0.26
N -2.249 -0.059 0.183 -0.42
C 3.191 -0.681 0.214 0.17
H -0.094 -1.491 -0.528 0.23
H 5.226 -0.637 0.953 0.40
C -2.973 -1.044 -0.449 0.19
C 1.798 1.231 -0.048 -0.29
H 3.870 1.406 0.211 0.21
C 0.721 0.410 -0.203 0.00
H 1.802 2.293 0.200 0.21
H 4.280 -2.104 1.085 0.38
C -1.722 1.476 -1.843 -0.45
H 2.259 -2.606 -0.252 0.22
C -2.872 -1.635 1.651 -0.10
C -1.599 2.383 -0.608 -0.44

=====

Entry 2:
56
Properties=species:S:1:pos:R:3:nbo_charge:R:1 method="wB97M-V/def2-TZVPD" de_lowest_ev=0.000 max_force_ev_per_a=0.33 charge=+2 s_squared=6.032 gap_ev="7.862 / 6.145" energy_ev=-224636.9770 spin_multiplicity=5
H -1.797 5.918 -1.150 0.27
C 4.296 0.577 0.525 -0.31
C -0.956 -0.028 3.441 0.07
Si 0.306 4.885 -0.378 1.64
Ge -5.811 -0.161 0.502 1.61
C -2.550 -0.481 -1.946 -0.75
C -1.172 5.991 -0.260 -1.16
F 4.184 -0.023 2.769 -0.29
H 1.760 5.403 1.530 0.28
C -0.631 -0.264 4.754 -0.23
H -8.157 0.769 0.355 0.26
F 4.323 1.171 -1.727 -0.28
C -4.050 0.795 0.276 -1.00
C -5.891 -1.598 -0.808 -1.10
C -5.754 -0.857 2.318 -1.10
H -3.805 1.345 1.187 0.24
H -5.043 -2.280 -0.727 0.23
H -5.942 -1.210 -1.826 0.24
H 1.962 3.724 1.028 0.26
H -7.108 1.609 -0.785 0.24
H -1.980 -0.060 3.089 0.22
C 1.303 5.028 -1.931 -1.16
H -5.723 -0.043 3.043 0.24
H 1.000 -0.384 6.145 0.26
C -7.164 1.200 0.224 -1.08
Se -2.590 -0.480 0.002 0.46
H 0.673 4.931 -2.816 0.27
H 1.774 6.014 -1.974 0.28
H 2.725 0.101 4.446 0.27
H -4.013 1.496 -0.558 0.25
H -4.883 -1.499 2.464 0.23
Se -0.821 2.726 -0.837 -0.15
C 3.628 0.979 -0.614 0.45
C 3.547 0.383 1.672 0.46
C 1.684 0.058 4.168 -0.21
H -7.057 2.016 0.939 0.24
C 2.258 1.210 -0.645 -0.32
Os -0.492 0.969 0.638 0.99
C 1.306 0.276 2.852 0.23
C 2.171 0.571 1.708 -0.16
C 0.712 -0.212 5.117 -0.08
H -6.792 -2.187 -0.640 0.27
H 2.097 4.281 -1.966 0.26
H -2.455 0.541 -2.299 0.24
H -6.637 -1.458 2.531 0.26
C 1.531 1.003 0.520 -0.21
H -1.710 -1.095 -2.261 0.26
C 1.225 4.512 1.189 -1.16
H 5.364 0.412 0.526 0.28
H -3.487 -0.933 -2.262 0.26
N -0.013 0.237 2.513 -0.56
H -0.844 7.031 -0.180 0.28
H 1.803 1.547 -1.566 0.25
H -1.406 -0.485 5.472 0.26
H -1.770 5.763 0.622 0.26
H 0.535 4.220 1.982 0.25

=====

Entry 3:
124
Properties=species:S:1:pos:R:3:lowdin_spin:R:1 method="wB97M-V/def2-TZVPD" max_force_ev_per_a=8.79 charge=+1 s_squared=0.762 gap_ev="5.869 / 2.090" energy_ev=-69569.1095 spin_multiplicity=2
C -0.017 26.674 -12.918 0.00
C 5.312 20.375 -16.828 0.00
C -0.558 20.170 -16.905 0.00
H 2.735 20.571 -21.104 0.00
C -2.918 25.451 -15.494 0.00
H -1.466 26.429 -17.886 0.00
O 4.782 22.826 -13.299 0.00
C 1.295 18.323 -12.591 0.00
H 3.989 29.803 -15.375 0.01
C 3.336 22.363 -20.179 0.00
N -3.674 25.815 -14.618 0.00
H 2.851 22.288 -19.217 0.00
H -3.315 19.590 -12.093 0.00
C 3.734 28.767 -15.545 0.34
C 3.498 18.037 -13.546 0.00
C 3.635 21.999 -22.412 0.00
H 1.059 22.503 -13.002 0.00
H 5.839 26.604 -11.769 0.00
C -0.452 18.984 -17.705 0.00
H 1.799 25.367 -10.865 0.00
H 2.759 26.820 -8.922 0.00
H 7.604 22.378 -19.213 0.00
H -4.187 24.934 -18.519 0.00
N 3.205 21.461 -21.190 0.00
C 4.142 23.263 -22.093 0.00
H -2.455 23.879 -16.455 0.00
H -4.319 21.351 -13.357 0.00
C 2.463 19.990 -9.267 0.00
N 6.676 21.783 -13.652 0.00
N 4.620 20.609 -15.910 0.00
N 4.783 27.901 -15.411 0.04
H 4.539 18.361 -13.570 0.00
C 4.468 20.858 -9.874 0.00
H 2.107 25.955 -15.751 0.00
C 3.883 23.543 -20.791 0.00
H -2.524 23.070 -12.856 0.00
H 3.270 23.150 -15.170 0.00
C 3.526 21.684 -10.397 0.00
C -3.479 25.763 -18.498 0.00
N 2.343 23.213 -15.567 0.00
H 7.305 22.733 -11.715 0.00
H 2.237 22.993 -16.547 0.00
H 6.041 24.020 -11.717 0.00
C -1.036 25.724 -11.175 0.00
H 4.022 24.496 -20.303 0.00
H -3.328 20.360 -18.512 0.00
N 2.338 21.098 -10.068 0.00
H 0.726 28.333 -12.046 0.00
H 4.616 23.859 -22.859 0.00
H 1.537 19.563 -8.911 0.00
C 7.720 22.208 -18.142 0.00
H -3.480 26.238 -19.479 0.00
C 4.281 26.678 -15.739 0.36
C 4.865 26.479 -11.319 0.00
C -1.077 21.709 -12.054 0.00
H 8.770 22.366 -17.896 0.00
C 7.611 20.762 -17.835 0.00
H 0.385 18.302 -17.701 0.00
C 3.743 25.732 -11.727 0.00
H -1.477 24.965 -18.759 0.00
H 5.756 28.135 -15.275 0.00
C 6.204 20.068 -17.963 0.00
C -2.346 20.084 -18.157 0.00
H 3.396 16.801 -15.420 0.00
H 8.265 20.227 -18.524 0.00
H -3.955 26.343 -17.708 0.00
H 3.614 17.095 -13.010 0.00
H 5.781 20.498 -18.870 0.00
H 3.717 25.223 -12.679 0.00
H -3.130 22.052 -11.587 0.00
H 1.829 17.412 -14.925 0.00
C 4.568 27.020 -10.122 0.00
H 7.469 21.426 -13.138 0.00
C -1.606 19.028 -18.542 0.00
C 3.834 19.850 -9.160 0.00
H 6.221 18.978 -17.966 0.00
C -0.541 27.051 -10.853 0.00
H -2.104 19.140 -13.281 0.00
H 3.574 21.462 -23.347 0.00
H 7.090 22.880 -17.559 0.00
H 1.578 28.515 -15.759 0.00
N 0.190 27.494 -11.878 0.00
H 1.491 21.470 -10.473 0.00
H 7.873 20.608 -16.788 0.00
H 3.568 22.561 -11.026 0.00
C -2.089 24.899 -16.572 0.00
C 5.980 22.721 -13.107 0.00
N 0.000 21.506 -11.739 0.00
N -1.757 20.805 -17.161 0.00
H 2.900 18.451 -15.715 0.00
H -3.889 19.003 -13.590 0.00
N 3.260 26.678 -9.787 0.00
H 5.013 27.700 -9.410 0.00
H -1.579 25.068 -10.510 0.00
C 2.891 17.655 -14.970 0.00
C 2.755 25.865 -10.786 0.00
C 2.552 28.049 -15.730 0.09
C -2.056 25.523 -18.023 0.00
H -0.772 24.667 -13.048 0.00
H 4.929 25.814 -15.753 0.01
H 2.564 20.038 -13.067 0.00
C 2.868 26.720 -15.693 0.13
H 6.233 21.131 -14.285 0.00
H -1.846 18.269 -19.272 0.00
H 2.826 22.648 -13.276 0.00
H -0.481 27.643 -9.951 0.00
C 1.404 22.924 -14.800 0.00
C -3.268 21.086 -13.470 0.00
H 0.372 26.989 -13.875 0.00
H -1.090 24.857 -16.138 0.00
O 0.222 22.882 -15.080 0.00
C 2.669 19.009 -12.724 0.00
C -2.485 22.053 -12.465 0.00
H -2.159 21.594 -16.674 0.00
C -3.085 19.599 -13.158 0.00
N 6.640 23.343 -12.168 0.00
N 0.261 17.860 -12.420 0.00
H -3.030 21.206 -14.527 0.00
N 1.863 22.731 -13.569 0.00
C -0.608 25.546 -12.442 0.00
H 4.300 19.046 -8.609 0.00
H 0.081 20.647 -16.176 0.00
H 5.539 20.981 -9.937 0.00
H 2.858 18.940 -11.652 0.00

=====

Entry 4:
16
Properties=species:S:1:pos:R:3:nbo_charge:R:1 method="wB97M-V/def2-TZVPD" de_lowest_ev=3.395 max_force_ev_per_a=4.82 smiles="C[C@@H](CO)C(=S)C=S" gap_ev=7.463 energy_ev=-29029.2866 spin_multiplicity=1
H 0.338 0.149 3.221 0.23
C 0.527 -0.587 1.210 -0.14
C -1.420 0.223 -0.192 -0.64
H -0.393 -0.665 -2.762 0.46
H 1.572 -0.638 -1.380 0.18
H -2.132 -0.469 0.363 0.21
S 0.910 1.990 1.708 0.14
C 0.815 0.133 -1.228 -0.05
O 0.042 0.303 -2.399 -0.72
C -0.161 -0.435 -0.154 -0.33
S 1.522 -1.812 1.514 0.13
H -1.286 0.988 0.610 0.21
C 0.547 0.501 2.114 -0.38
H -1.713 0.524 -1.277 0.27
H -0.311 -1.426 -0.519 0.21
H 1.142 1.221 -0.829 0.21

=====

Entry 5:
19
Properties=species:S:1:pos:R:3:nbo_charge:R:1 method="wB97M-V/def2-TZVPD" de_lowest_ev=1.007 max_force_ev_per_a=3.11 gap_ev=7.349 energy_ev=-18157.0112 spin_multiplicity=1
H -2.315 0.905 -1.836 0.23
C -2.699 0.517 -0.873 -0.41
H -2.580 1.063 1.726 0.19
C -1.588 0.801 1.313 0.38
H 3.442 -0.401 0.291 0.20
H -3.450 1.188 -0.394 0.20
C 2.380 -0.664 -0.019 -0.50
N -1.538 0.400 0.019 -0.58
N -0.494 1.068 2.032 -0.76
H 1.507 -2.303 -1.168 0.19
H 0.428 1.027 1.551 0.44
S 1.441 0.884 -0.288 -0.58
H -3.123 -0.502 -0.994 0.21
C 2.329 -1.593 -1.261 -0.62
H 2.010 -1.193 0.843 0.18
H 3.269 -2.151 -1.343 0.20
H -0.564 0.423 -0.351 0.43
H -0.634 1.528 2.916 0.40
H 2.179 -0.996 -2.167 0.22

=====

Entry 6:
6
Properties=species:S:1:pos:R:3:nbo_charge:R:1 method="wB97M-V/def2-TZVPD" de_lowest_ev=2.235 max_force_ev_per_a=2.85 smiles="[H]/N=P/[H].Br" gap_ev=8.781 energy_ev=-80868.2573 spin_multiplicity=1
H -1.552 0.273 1.383 0.37
N -2.280 0.338 0.696 -1.05
H 4.875 0.639 -0.359 0.18
H -3.305 -0.481 -1.025 -0.12
P -2.009 -0.284 -0.719 0.80
Br 4.270 -0.484 0.024 -0.18

=====

Entry 7:
40
Properties=species:S:1:pos:R:3:nbo_charge:R:1 method="wB97M-V/def2-TZVPD" de_lowest_ev=1.654 max_force_ev_per_a=2.57 charge=+1 gap_ev=9.074 energy_ev=-22356.4055 spin_multiplicity=1
O 0.738 2.254 -1.526 -0.97
O -2.305 -3.730 -1.743 -0.95
N -1.164 -0.958 -0.505 -0.51
H -2.459 -1.051 -2.126 0.23
C -0.207 -0.104 0.222 -0.24
H 3.045 -2.520 1.091 0.47
H -1.582 1.510 -1.210 0.45
H 1.055 2.763 -0.768 0.50
C -1.960 -0.429 -1.398 0.41
H -2.021 2.097 1.141 0.15
C -0.367 -0.309 1.717 -0.43
H 4.868 0.310 -1.159 0.48
H -2.210 -4.520 -2.285 0.48
H 1.712 -3.237 1.021 0.48
O 2.228 -2.538 0.611 -0.95
H 0.994 2.761 -2.303 0.48
C -1.503 1.922 2.096 -0.21
H 0.603 1.979 2.139 0.38
H 0.457 -1.401 -3.020 0.48
H 0.798 -0.373 -0.092 0.26
H -2.489 0.080 2.084 0.21
H -3.242 -3.538 -1.864 0.47
C -1.498 0.415 2.407 -0.42
H 0.533 -0.324 2.341 0.24
H 4.624 -0.686 -0.087 0.49
O 2.551 1.676 0.699 -0.98
H -0.471 -1.412 1.772 0.21
O -0.404 -1.762 -3.241 -0.95
H -0.194 -2.598 -3.638 0.48
H -0.149 3.306 2.747 0.37
H 3.315 1.465 0.114 0.50
H -2.084 2.505 2.815 0.21
H 2.820 2.571 0.951 0.46
H -3.072 0.975 -2.125 0.43
N -0.188 2.568 2.063 -0.88
O 4.436 0.231 -0.300 -0.95
N -2.284 0.855 -1.514 -0.76
H -0.476 0.918 0.009 0.21
H -1.415 0.286 3.482 0.22
H -1.033 -1.956 -0.622 0.45

=====

Entry 8:
11
Properties=species:S:1:pos:R:3:nbo_charge:R:1 method="wB97M-V/def2-TZVPD" de_lowest_ev=0.927 max_force_ev_per_a=1.33 smiles=CSS.SS gap_ev=8.317 energy_ev=-44474.2906 spin_multiplicity=1
H -0.214 0.050 0.888 0.25
H 0.514 1.706 -1.906 0.13
S -0.933 -2.399 1.958 -0.13
S 2.703 0.599 -1.264 -0.14
H -0.401 -0.023 -0.687 0.21
H -2.118 -2.834 2.354 0.13
S -2.031 -1.532 0.426 0.09
H 3.767 1.364 -0.858 0.15
S 1.468 2.306 -1.231 -0.13
H -1.709 0.821 0.132 0.23
C -1.046 -0.057 0.187 -0.78

=====

Entry 9:
9
Properties=species:S:1:pos:R:3:nbo_charge:R:1 method="wB97M-V/def2-TZVPD" de_lowest_ev=1.242 max_force_ev_per_a=3.14 s_squared=2.019 gap_ev="9.915 / 6.782" energy_ev=-15245.5611 spin_multiplicity=3
I -3.340 1.199 0.155 -0.01
C 1.241 0.468 0.130 -0.72
H 1.704 0.126 1.149 0.27
H 0.825 1.531 0.250 0.27
H 2.013 0.355 -0.796 0.27
O -0.843 -0.725 0.741 -0.41
C 0.056 -0.284 -0.132 0.53
N -0.384 -1.085 -1.142 -0.33
N -1.273 -1.585 -0.356 0.14

=====

Entry 10:
13
Properties=species:S:1:pos:R:3:nbo_charge:R:1 method="wB97M-V/def2-TZVPD" de_lowest_ev=4.239 max_force_ev_per_a=5.00 gap_ev="7.907 / 8.101" energy_ev=-6320.9292 spin_multiplicity=1
C 0.336 0.326 1.259 0.04
C -0.679 0.684 -0.895 0.09
H -1.743 0.320 -2.722 0.21
H 0.023 1.216 1.850 0.15
C 1.041 -0.764 2.043 -0.66
O -0.052 0.062 0.009 -0.38
H 0.886 -0.599 3.033 0.21
H -0.762 -0.898 -2.254 0.22
C -0.685 0.114 -2.271 -0.67
H -1.277 1.553 -0.546 0.14
H 0.664 -1.724 1.630 0.22
H 0.128 0.351 -2.925 0.21
H 2.120 -0.641 1.790 0.21

=====

Entry 11:
12
Properties=species:S:1:pos:R:3:nbo_charge:R:1 method="wB97M-V/def2-TZVPD" de_lowest_ev=2.002 max_force_ev_per_a=1.87 charge=+1 s_squared=0.754 gap_ev="7.372 / 4.396" energy_ev=-6751.0190 spin_multiplicity=2
C -2.532 -0.207 0.177 -0.06
H -1.012 0.905 1.280 0.27
H 2.835 0.330 0.715 0.41
H -3.402 0.036 0.812 0.27
H 2.529 -1.358 0.717 0.42
N 2.308 -0.450 0.342 -0.82
C 1.673 -0.082 -0.800 0.51
O 1.607 1.080 -1.142 -0.60
C -1.438 0.600 0.322 -0.06
H 0.935 -0.791 -1.250 0.11
H -2.701 -0.942 -0.620 0.27
H -0.800 0.879 -0.554 0.29

=====

Entry 12:
63
Properties=species:S:1:pos:R:3:nbo_charge:R:1 method="wB97M-V/def2-TZVPD" de_lowest_ev=1.129 max_force_ev_per_a=0.29 s_squared=0.759 gap_ev="6.902 / 6.743" energy_ev=-96056.4778 spin_multiplicity=2
H 2.797 3.926 -2.854 0.24
C 1.937 1.350 1.900 0.08
H 4.734 0.226 -3.972 0.23
S -2.220 1.165 -1.296 -0.07
C 4.185 0.148 -3.030 -1.11
C -1.562 -1.730 -4.079 -0.23
H 3.716 2.139 2.775 0.22
H 4.825 2.438 0.574 0.21
S 0.075 -1.725 1.576 -0.13
H -2.058 -1.706 -6.164 0.22
H 6.187 2.720 -2.947 0.24
H 0.443 -1.894 6.396 0.21
S 0.821 0.608 -1.652 0.05
C 0.077 -1.303 5.566 -0.21
C -2.562 -2.713 -0.925 -0.56
H -4.191 -3.782 3.334 0.22
C -3.005 -2.444 0.483 0.24
H 3.481 3.150 -4.288 0.23
H 3.217 -0.309 -3.235 0.25
C 3.210 1.869 1.858 -0.30
C -0.999 0.656 4.726 -0.20
H 6.326 1.964 -1.363 0.24
H -2.415 -3.773 -1.121 0.23
C -3.444 -3.427 1.355 -0.24
C -0.201 -1.038 3.166 -0.18
C -3.838 -1.698 2.972 -0.25
H 1.426 1.198 2.842 0.21
C -2.180 0.248 -2.789 -0.19
N -2.973 -1.167 0.832 -0.46
C -0.553 -0.084 5.804 -0.25
H -1.089 -2.704 -4.107 0.22
C 3.174 1.672 -0.557 -0.51
N 1.271 1.012 0.792 -0.50
C -3.861 -3.039 2.620 -0.14
H -3.326 -2.331 -1.601 0.26
H -4.140 -1.369 3.957 0.22
H -0.678 0.287 6.812 0.22
C -0.835 0.187 3.424 -0.26
C -3.380 -0.786 2.032 0.22
H 1.993 2.526 -3.563 0.25
H -3.446 -4.467 1.060 0.22
H -1.472 1.619 4.880 0.22
C 3.821 2.031 0.615 -0.12
C -2.721 0.788 -3.961 -0.22
H -3.155 1.779 -3.923 0.22
H 5.628 3.582 -1.517 0.24
Si 3.994 1.840 -2.250 1.63
H 4.740 -0.523 -2.371 0.24
H -3.792 1.256 1.538 0.26
C 5.689 2.597 -1.983 -1.12
S -1.500 1.189 2.107 0.40
C 1.876 1.156 -0.396 0.09
S -1.007 -1.825 -1.404 0.55
Ru -0.688 -0.057 0.042 0.20
C -3.240 0.687 2.288 -0.55
C -2.102 -1.172 -5.225 -0.24
C -2.687 0.088 -5.152 -0.19
C -1.618 -1.032 -2.880 -0.16
H -3.582 0.967 3.283 0.23
H -3.106 0.538 -6.043 0.21
C 0.255 -1.764 4.277 -0.17
H 0.759 -2.706 4.101 0.22
C 2.967 2.963 -3.342 -1.11